# 1
Formula: C21H35N3O4
Source: the OMol25 dataset
Level of theory: ωB97M-V/def2-TZVPD

Last column: Löwdin charge in e.
Atoms and positions in Å:
1 C -1.21 5.55 -1.59  -0.1396
2 C -0.27 5.12 -0.31  -0.2380
3 C -0.43 3.52 -0.02  -0.1999
4 C 0.44 2.60 -1.00  -0.1400
5 C 1.44 1.55 -0.24  -0.2432
6 C 2.27 2.48 0.81  -0.1584
7 N 2.92 3.22 1.54  0.1627
8 C 2.40 0.95 -1.38  -0.1320
9 C 3.92 1.53 -1.37  -0.3560
10 C 4.53 1.15 -2.85  -0.1022
11 C 4.89 0.77 -0.32  -0.0965
12 C 0.64 0.47 0.65  -0.3295
13 C 0.44 0.92 2.21  -0.1026
14 N 0.49 1.47 3.28  0.1951
15 O 1.17 -0.87 0.66  -0.1423
16 C 2.38 -1.01 1.45  -0.2193
17 C 2.13 -1.89 2.81  -0.0659
18 N -0.78 0.35 0.11  -0.0716
19 C -0.83 -0.52 -1.10  -0.0590
20 C -1.71 -0.14 1.16  -0.3666
21 C -1.71 -1.61 1.81  -0.0172
22 O -2.62 0.66 1.56  0.0366
23 H -0.65 5.33 -2.56  0.0657
24 H -1.43 6.69 -1.47  0.0741
25 H -2.23 4.99 -1.57  0.0764
26 H 0.82 5.43 -0.44  0.1027
27 H -0.77 5.66 0.59  0.1091
28 H -1.55 3.29 -0.26  0.1110
29 H -0.31 3.31 1.10  0.1018
30 H -0.17 2.09 -1.83  0.1210
31 H 1.17 3.32 -1.57  0.1291
32 H 2.49 -0.19 -1.41  0.1245
33 H 1.97 1.26 -2.41  0.1219
34 H 3.98 2.67 -1.31  0.1301
35 H 4.62 2.12 -3.47  0.0827
36 H 5.55 0.63 -2.79  0.0724
37 H 3.75 0.50 -3.43  0.0776
38 H 4.72 -0.36 -0.50  0.0819
39 H 5.98 1.02 -0.62  0.0854
40 H 4.66 1.01 0.78  0.0609
41 H 2.94 -0.04 1.67  0.1105
42 H 3.10 -1.66 0.82  0.1251
43 H 1.14 -2.49 2.70  0.0786
44 H 2.02 -1.14 3.69  0.0775
45 H 3.03 -2.55 3.06  0.0770
46 H 0.15 -0.60 -1.69  0.0968
47 H -1.60 -0.03 -1.83  0.1069
48 H -1.26 -1.58 -0.90  0.1082
49 H -0.86 -2.28 1.41  0.0777
50 H -2.73 -2.08 1.61  0.0741
51 H -1.55 -1.49 2.95  0.1160
52 O -2.81 -4.20 1.70  0.0882
53 C -3.66 -4.49 0.89  -0.4697
54 C -5.07 -4.88 1.21  -0.0776
55 C -5.53 -5.50 -0.09  -0.1656
56 C -4.69 -4.78 -1.12  -0.1645
57 O -3.46 -4.48 -0.45  0.0289
58 H -5.64 -3.98 1.45  0.1377
59 H -5.12 -5.59 2.03  0.1313
60 H -6.60 -5.41 -0.27  0.1202
61 H -5.28 -6.57 -0.09  0.1226
62 H -5.15 -3.84 -1.44  0.1296
63 H -4.50 -5.39 -2.00  0.1276

Structure (SMILES)   CCCC[C@](C#N)(CC(C)C)[C@](C#N)(OCC)N(C)C(C)=O.O=C1CCCO1
Gap between HOMO and LUMO   10.2 eV
Charge   0
Energy relative to the best compared isomer or geometry (same formula, charge and spin)   7.869 eV

# 2
Formula: C21H35N3O4S
Source: the OMol25 dataset
Level of theory: ωB97M-V/def2-TZVPD

Last column: Löwdin charge in e.
Atoms and positions in Å:
1 C -5.33 -5.27 1.49  -0.1205
2 C -6.05 -4.21 0.66  -0.2792
3 C -5.11 -3.08 0.26  -0.2366
4 C -5.82 -2.02 -0.59  -0.2216
5 C -4.95 -0.80 -0.89  -0.2114
6 C -3.76 -1.11 -1.79  -0.1886
7 C -2.98 0.15 -2.15  -0.1778
8 N -2.40 0.75 -0.97  0.0589
9 C -2.68 2.02 -0.59  -0.4969
10 O -3.33 2.79 -1.26  0.0539
11 C -2.04 2.41 0.74  -0.0470
12 C -0.57 2.84 0.56  -0.3399
13 N 0.25 1.73 0.12  -0.0868
14 S 0.39 0.43 1.16  0.6751
15 O -0.54 -0.61 0.77  -0.3079
16 O 0.33 0.92 2.50  -0.2664
17 C 2.05 -0.10 0.78  -0.2859
18 C 2.27 -1.17 -0.06  -0.0402
19 C 3.56 -1.55 -0.38  0.0128
20 C 4.64 -0.84 0.16  -0.2077
21 N 5.96 -1.17 -0.11  0.1165
22 C 6.46 -2.16 -0.92  -0.5057
23 C 7.97 -2.18 -0.93  0.0010
24 O 5.78 -2.93 -1.56  0.0794
25 C 4.40 0.24 1.02  -0.0076
26 C 3.10 0.61 1.32  -0.0527
27 C -0.37 4.02 -0.40  -0.3819
28 C 1.09 4.46 -0.38  -0.0695
29 C -1.29 5.20 -0.06  -0.0601
30 H -4.51 -5.71 0.92  0.0694
31 H -4.92 -4.83 2.40  0.0700
32 H -6.02 -6.07 1.77  0.0653
33 H -6.46 -4.67 -0.24  0.1078
34 H -6.88 -3.80 1.23  0.1068
35 H -4.71 -2.61 1.16  0.1191
36 H -4.27 -3.50 -0.30  0.1076
37 H -6.14 -2.47 -1.53  0.1132
38 H -6.71 -1.69 -0.06  0.1111
39 H -5.57 -0.04 -1.37  0.1171
40 H -4.59 -0.38 0.05  0.1108
41 H -4.11 -1.58 -2.71  0.1180
42 H -3.08 -1.81 -1.29  0.1059
43 H -3.63 0.90 -2.60  0.1187
44 H -2.18 -0.10 -2.86  0.1187
45 H -1.90 0.13 -0.34  0.0870
46 H -2.06 1.57 1.43  0.1104
47 H -2.61 3.23 1.17  0.1245
48 H -0.18 3.11 1.55  0.1453
49 H -0.01 1.41 -0.80  0.1160
50 H 1.42 -1.71 -0.46  0.1149
51 H 3.74 -2.38 -1.03  0.1033
52 H 6.64 -0.59 0.36  0.1423
53 H 8.35 -2.36 0.08  0.0848
54 H 8.31 -2.98 -1.58  0.0854
55 H 8.36 -1.23 -1.29  0.0847
56 H 5.23 0.78 1.44  0.1140
57 H 2.89 1.43 1.99  0.1185
58 H -0.62 3.68 -1.41  0.1416
59 H 1.27 5.22 -1.13  0.0775
60 H 1.74 3.61 -0.57  0.0656
61 H 1.34 4.87 0.60  0.0831
62 H -1.20 5.46 0.99  0.0879
63 H -1.01 6.07 -0.65  0.0803
64 H -2.32 4.96 -0.29  0.0674

Structure (SMILES)   CCCCCCCNC(=O)C[C@@H](NS(=O)(=O)c1ccc(NC(C)=O)cc1)C(C)C
Gap between HOMO and LUMO   9.5 eV
Charge   0
Energy relative to the best compared isomer or geometry (same formula, charge and spin)   0.000 eV

Number 1: HOMO level -0.3577 Eh, F_max 0.136 hartree/bohr. Number 2: HOMO level -0.3354 Eh, F_max 0.018 hartree/bohr.